[1]
Entry from the Open Molecules 2025 dataset: a 12-piece molecular cluster, C41H81F15O31S7 overall in a non-equilibrium geometry (ωB97M-V/def2-TZVPD).

HOMO: -10.75 eV
SMILES string: CCOC(=O)C(F)(F)F.CCOC(=O)C(F)(F)F.CCOC(=O)C(F)(F)F.CCOC(=O)C(F)(F)F.CCOC(=O)C(F)(F)F.CCOS(C)(=O)=O.CCOS(C)(=O)=O.CCOS(C)(=O)=O.CCOS(C)(=O)=O.CCOS(C)(=O)=O.CCOS(C)(=O)=O.CCOS(C)(=O)=O
HOMO-LUMO gap: 10.8952 eV
largest force on an atom: 0.12065 hartree/bohr

Each line ends with the Mulliken charge.
Positions of all 175 atoms, in Å:
S -15.66 6.83 -11.49  0.5426
S -12.54 11.45 -17.28  1.0082
S -21.09 -1.21 -14.90  0.9884
S -10.18 3.44 -13.56  1.0049
S -18.90 1.87 -9.35  1.0505
S -15.54 4.25 -15.75  0.1130
S -18.30 9.41 -16.86  1.1128
F -20.45 4.58 -11.66  -0.2444
F -14.82 -2.89 -12.63  -0.2418
F -18.77 4.85 -13.08  -0.1704
F -15.61 -3.65 -19.35  -0.2574
F -7.13 7.31 -19.72  -0.2438
F -13.46 2.87 -19.02  -0.3257
F -8.56 7.62 -21.34  -0.2380
F -16.44 -3.42 -17.42  -0.2527
F -8.51 8.85 -19.61  -0.2287
F -15.69 -1.59 -18.39  -0.2032
F -13.40 -4.20 -13.35  -0.2630
F -14.09 1.12 -19.92  -0.3211
F -14.37 1.25 -17.79  -0.0785
F -14.66 -2.92 -14.76  -0.2114
F -19.92 6.59 -12.46  -0.2197
O -13.16 -0.87 -12.63  -0.0369
O -18.48 -3.61 -19.30  -0.5957
O -19.76 2.09 -8.24  -0.6391
O -22.07 5.59 -13.75  -0.6160
O -10.38 1.95 -14.38  -0.3405
O -15.32 5.47 -11.23  -0.3884
O -15.95 2.74 -15.18  0.0970
O -22.26 -2.02 -14.49  -0.6365
O -19.53 8.66 -16.83  -0.5131
O -15.80 3.69 -19.47  -0.3021
O -16.78 1.73 -19.06  -0.5275
O -17.93 -1.49 -19.80  -0.2345
O -9.19 6.13 -18.27  -0.5326
O -18.12 3.03 -9.75  -0.5231
O -18.12 10.39 -17.95  -0.6365
O -16.72 4.96 -16.08  -0.4771
O -10.66 6.67 -19.93  -0.3768
O -13.76 10.97 -16.24  -0.1158
O -14.45 4.04 -16.67  0.0225
O -19.94 -1.16 -13.67  -0.1441
O -14.33 7.74 -11.47  -0.2478
O -21.09 0.17 -15.42  -0.3871
O -18.18 10.17 -15.33  -0.4540
O -11.34 10.64 -17.11  -0.5489
O -12.53 12.93 -17.34  -0.6213
O -20.45 4.43 -14.91  -0.0499
O -11.40 4.26 -13.67  -0.3247
O -11.70 -1.93 -14.15  -0.5197
O -9.67 3.06 -12.29  -0.6189
O -16.51 7.32 -12.55  -0.1412
O -17.84 0.62 -8.99  -0.3879
C -18.53 -2.24 -12.12  -1.0032
C -20.90 5.14 -13.94  0.2396
C -20.08 -2.16 -16.17  -0.7173
C -17.28 2.22 -15.34  0.5649
C -13.25 7.45 -10.47  -0.4423
C -17.29 0.69 -15.26  -0.8430
C -16.44 7.36 -9.83  -0.9745
C -12.72 -1.94 -13.47  0.2847
C -16.99 4.40 -19.90  -0.4466
C -11.63 2.72 -16.47  -0.2173
C -15.79 2.45 -19.16  0.2207
C -21.29 3.94 -16.01  -0.1452
C -12.38 6.30 -10.97  -0.8832
C -19.93 5.29 -12.73  0.8271
C -14.42 1.91 -18.88  1.1905
C -19.37 10.00 -13.26  -1.6980
C -15.22 11.23 -14.38  -0.6948
C -12.14 7.05 -18.21  -0.7234
C -12.12 0.13 -12.38  0.1002
C -13.43 10.88 -18.87  -0.6324
C -19.39 0.32 -19.81  -0.7634
C -16.84 8.27 -16.80  -0.2264
C -8.96 4.29 -14.61  -0.8395
C -19.85 1.18 -10.84  -0.5249
C -10.52 1.82 -15.84  -0.7635
C -9.41 6.73 -19.32  0.4734
C -14.93 5.00 -14.21  -0.6826
C -19.86 -2.38 -12.94  -0.4424
C -17.19 5.65 -18.99  0.1172
C -16.30 -2.79 -18.61  0.9575
C -11.68 -0.04 -10.88  -1.2512
C -21.10 4.85 -17.26  -0.8817
C -13.93 11.79 -15.09  -0.5464
C -15.69 -0.58 -9.81  -0.5619
C -13.92 -2.99 -13.56  0.8322
C -17.66 -2.68 -19.27  0.3631
C -11.82 6.18 -19.36  0.0009
C -18.35 9.39 -14.21  1.1184
C -19.28 -1.14 -20.16  -0.3723
C -16.51 0.78 -9.49  -0.0866
C -8.38 7.63 -20.02  0.7443
H -13.85 9.93 -18.53  -0.0273
H -9.03 5.29 -14.19  0.4015
H -16.24 8.34 -17.71  0.4634
H -19.49 9.45 -12.33  0.3401
H -10.77 0.50 -10.64  0.3698
H -15.85 -1.08 -10.77  0.0752
H -11.35 6.25 -10.61  0.4951
H -18.27 0.39 -15.63  -0.1415
H -12.89 5.34 -10.96  0.1768
H -12.51 6.23 -20.20  0.3530
H -11.49 2.72 -17.55  0.3657
H -15.91 -1.31 -9.04  0.3643
H -16.34 6.14 -18.53  -0.3246
H -9.25 4.31 -15.66  0.1262
H -18.70 0.89 -20.43  0.1944
H -12.48 1.14 -12.57  0.0640
H -20.69 -2.46 -17.02  0.4744
H -19.45 -1.40 -16.63  -0.0494
H -14.09 4.49 -13.72  0.2583
H -17.20 6.60 -9.67  0.3335
H -11.60 6.70 -17.33  0.1710
H -17.71 -1.98 -12.78  0.1444
H -17.92 6.32 -19.47  0.5276
H -19.74 -3.24 -13.60  0.4596
H -14.64 -0.29 -9.78  0.0069
H -16.47 0.28 -15.86  0.2625
H -14.06 12.85 -15.32  0.3947
H -12.52 0.21 -10.23  0.1948
H -20.01 -1.76 -19.65  0.2497
H -15.60 7.24 -9.14  0.3962
H -18.04 2.57 -14.64  0.0485
H -17.86 3.74 -19.91  0.2039
H -15.10 10.19 -14.09  -0.0032
H -12.64 8.35 -10.46  0.3314
H -18.12 -3.17 -11.72  0.5276
H -15.74 4.88 -13.49  -0.1246
H -16.00 11.24 -15.14  0.1808
H -19.11 0.88 -11.59  -0.1675
H -22.38 3.86 -15.95  0.3779
H -17.18 7.31 -16.41  -0.1858
H -19.50 -1.50 -21.17  0.3810
H -12.23 6.52 -12.03  0.2184
H -11.36 -1.06 -10.67  0.3536
H -20.62 1.92 -11.08  0.4622
H -11.71 5.17 -18.97  0.1649
H -20.73 -2.48 -12.29  0.2353
H -17.15 0.42 -14.22  0.2371
H -10.64 0.77 -16.08  0.4195
H -18.55 -1.56 -11.27  0.2221
H -15.98 1.58 -8.97  0.4480
H -8.08 3.64 -14.57  0.3688
H -15.42 11.81 -13.48  0.4521
H -12.60 10.63 -19.54  0.3798
H -14.23 11.57 -19.13  0.3681
H -13.20 6.84 -18.10  0.0490
H -12.61 2.26 -16.29  0.0032
H -19.12 0.56 -18.79  0.0690
H -19.60 -3.04 -15.76  0.3662
H -16.22 8.73 -16.03  0.1434
H -20.42 0.69 -19.88  0.4958
H -21.84 4.60 -18.03  0.4655
H -17.75 5.24 -18.15  -0.2796
H -17.61 2.49 -16.34  -0.0428
H -16.87 4.67 -20.95  0.4015
H -20.37 0.30 -10.47  0.4035
H -18.82 8.42 -14.36  -0.1249
H -21.07 2.91 -16.28  0.1749
H -9.51 1.98 -16.22  0.3143
H -14.66 6.04 -14.36  0.5077
H -13.06 11.78 -14.43  0.4005
H -20.39 10.14 -13.64  0.3685
H -16.85 8.37 -9.94  0.2818
H -11.69 3.77 -16.20  0.1084
H -19.12 11.02 -12.96  0.4080
H -16.53 1.19 -10.49  0.1102
H -13.56 7.41 -9.43  0.2813
H -11.22 0.01 -12.98  0.2637
H -11.85 8.08 -18.39  0.3715
H -21.25 5.90 -17.02  0.3556
H -17.38 9.15 -13.77  -0.0115
H -20.13 4.63 -17.71  -0.0777



[2]
Entry from the Open Molecules 2025 dataset: a 2-piece molecular cluster, C27H36N3 overall (ωB97M-V/def2-TZVPD).

HOMO: -9.86 eV
charge: +1
HOMO-LUMO gap: 4.4901 eV
largest force on an atom: 0.01940 hartree/bohr

Each line ends with the Mulliken charge.
Positions of all 66 atoms, in Å:
N -0.43 4.28 -0.03  0.0815
N 2.68 -5.60 -3.59  0.2603
N -5.61 0.39 3.28  0.2484
C 1.66 -2.43 -0.93  0.9692
C 0.06 -1.17 0.45  -0.2662
C -0.11 3.27 -0.89  -1.2608
C -1.66 0.00 1.76  0.9859
C -3.94 -0.80 1.91  -0.3498
C -4.27 0.24 2.79  -0.2663
C 3.08 -6.92 -3.10  -0.9864
C 0.70 -3.38 -1.36  -0.8281
C 1.33 -1.35 -0.07  -0.2391
C 2.52 -5.46 -5.04  -0.9896
C 3.95 5.11 -0.43  -1.1042
C 1.03 -4.39 -2.21  -0.2914
C 1.25 3.06 -0.83  1.1246
C 3.22 4.12 0.47  -0.9165
C 2.01 2.07 -1.63  -1.2285
C 3.31 -3.60 -2.26  -0.2329
C -6.09 -0.39 4.43  -0.9812
C -6.64 1.07 2.49  -0.9888
C 2.98 -2.58 -1.41  -0.9505
C -3.26 1.16 3.15  -0.2850
C 2.34 -4.53 -2.69  -0.3269
C -2.67 -0.91 1.41  -0.8539
C 1.77 3.97 0.11  0.7268
C -0.33 -0.12 1.25  -0.1728
C 0.71 4.73 0.59  -0.0438
C -1.99 1.05 2.65  -0.9243
C 0.75 5.83 1.58  -1.4108
H 0.38 0.64 1.49  0.4598
H -1.37 4.66 0.12  0.2196
H -2.47 -1.72 0.73  0.3605
H 3.70 3.13 0.41  0.2583
H -4.70 -1.50 1.63  0.4596
H -7.10 1.86 3.09  0.3258
H -6.51 0.28 5.18  0.3210
H -7.41 0.36 2.18  0.3397
H 4.06 -7.18 -3.48  0.3245
H -3.51 1.95 3.83  0.4930
H -0.32 -3.30 -1.02  0.3562
H 0.29 -5.10 -2.52  0.4649
H 3.50 6.10 -0.37  0.2912
H 1.79 -6.18 -5.41  0.3308
H 3.90 4.80 -1.48  0.2955
H -1.23 1.75 2.94  0.4473
H 2.09 -0.65 0.20  0.5362
H 0.36 6.75 1.14  0.3411
H 1.34 1.49 -2.27  0.3539
H -6.20 1.52 1.61  0.3051
H -0.80 2.75 -1.53  0.4410
H 5.01 5.20 -0.16  0.3802
H 3.48 -5.63 -5.54  0.3274
H 3.31 4.42 1.52  0.4009
H 0.13 5.59 2.44  0.3459
H 3.73 -1.88 -1.10  0.4015
H 2.54 1.37 -0.98  0.1235
H 2.36 -7.67 -3.43  0.3293
H 1.76 6.02 1.93  0.2984
H 3.11 -6.93 -2.02  0.2997
H -6.86 -1.10 4.12  0.3350
H -0.67 -1.92 0.23  0.1034
H 4.31 -3.71 -2.63  0.4946
H 2.17 -4.46 -5.29  0.2991
H -5.27 -0.95 4.88  0.3060
H 2.75 2.56 -2.27  0.3313



> Look up the HOMO of the second one.

-9.86 eV



> Among the records above, which one has the lowest largest force on an atom?

C27H36N3



> Among the records above, which one has the lowest HOMO-LUMO gap?

C27H36N3